This record from the OMol25 dataset describes the ion C8H19N4S with charge +1 at a distorted geometry. The level of theory is ωB97M-V with the def2-TZVPD basis set.

Calculated values
LUMO (alpha / beta)	-4.584 / -4.584	eV
charge	+1
relative energy (zero: lowest compared OMol25 entry of this formula, charge and spin)	16.7	kcal/mol

Each line ends with the Löwdin charge.
Geometry (Å):
C  -0.581  -0.441  -0.815  -0.223
C  -1.516  0.011  0.398  -0.053
C  0.182  -2.349  0.356  -0.318
C  0.579  1.697  -1.246  -0.029
C  -1.639  1.311  -2.465  -0.037
C  0.427  -0.024  -3.139  -0.043
C  1.948  -0.888  3.662  -0.321
C  -0.348  0.619  -1.891  -0.539
N  0.150  -1.477  -0.765  0.095
N  0.494  -1.753  1.642  -0.326
N  0.082  0.908  1.976  0.008
N  -0.786  -0.051  1.655  -0.125
S  1.906  -1.017  1.830  0.998
H  -2.061  0.873  0.477  0.093
H  -2.218  -0.833  0.304  0.145
H  -0.921  -2.771  0.443  0.158
H  0.866  -3.187  0.064  0.132
H  1.205  1.101  -0.557  0.065
H  1.010  2.157  -2.092  0.079
H  -0.134  2.289  -0.626  0.096
H  -1.964  0.688  -3.345  0.096
H  -1.280  2.355  -2.769  0.108
H  -2.452  1.446  -1.690  0.085
H  -0.226  -0.777  -3.601  0.081
H  1.416  -0.429  -2.834  0.085
H  0.508  0.909  -3.819  0.111
H  2.935  -0.704  4.148  0.064
H  1.590  -1.773  4.229  0.065
H  1.387  -0.071  4.073  0.011
H  -0.003  1.474  2.814  0.139
H  0.704  1.174  1.104  0.113
H  -1.260  -0.466  2.478  0.187



This record from the OMol25 dataset describes a structure of composition C37H37CaF3O2P2 at a distorted geometry. The level of theory is ωB97M-V with the def2-TZVPD basis set.

Calculated values
LUMO	-0.578	eV

Each line ends with the Löwdin charge.
Geometry (Å):
Ca  0.447  -0.744  -0.012  1.362
C  -2.263  -0.054  0.831  -0.147
C  -2.389  -0.351  -0.479  -0.167
C  -2.745  0.614  -1.578  -0.189
C  -1.554  1.329  -2.264  -0.186
C  -0.441  1.788  -1.366  -0.161
C  -0.598  2.250  -0.112  -0.117
C  -1.898  2.499  0.587  -0.174
C  -2.384  1.308  1.448  -0.166
C  2.498  0.288  -0.216  -0.373
H  -2.294  -0.875  1.565  0.121
H  -2.411  -1.415  -0.781  0.111
H  -3.475  1.366  -1.241  0.109
H  -3.264  0.027  -2.358  0.112
H  -1.138  0.648  -3.023  0.089
H  -1.945  2.175  -2.859  0.126
H  0.544  1.883  -1.843  0.108
H  0.286  2.537  0.472  0.114
H  -2.695  2.806  -0.104  0.104
H  -1.753  3.347  1.281  0.124
H  -1.814  1.318  2.390  0.108
H  -3.428  1.486  1.763  0.130
H  3.065  -0.053  0.664  -0.051
H  2.554  1.380  -0.251  -0.055
H  2.974  -0.123  -1.122  -0.073
P  0.140  -2.440  -9.445  1.012
P  2.192  0.476  -9.714  1.005
C  -0.323  -0.810  -10.090  -0.332
C  0.425  0.327  -10.065  -0.350
C  -0.772  -3.595  -10.548  -0.409
C  -1.947  -3.239  -11.224  -0.104
C  -2.600  -4.164  -12.046  -0.083
C  -2.089  -5.461  -12.196  -0.086
C  -0.915  -5.823  -11.519  -0.089
C  -0.252  -4.899  -10.711  -0.107
C  -0.885  -2.509  -7.904  -0.362
C  -0.496  -1.642  -6.862  -0.106
C  -1.227  -1.604  -5.675  -0.093
C  -2.352  -2.425  -5.514  -0.097
C  -2.735  -3.293  -6.545  -0.086
C  -1.994  -3.350  -7.730  -0.083
C  2.746  1.285  -11.294  -0.366
C  2.726  0.474  -12.448  -0.113
C  3.090  0.998  -13.688  -0.092
C  3.489  2.339  -13.798  -0.093
C  3.519  3.147  -12.655  -0.087
C  3.166  2.619  -11.406  -0.086
C  2.250  1.898  -8.555  -0.416
C  3.361  1.984  -7.688  -0.108
C  3.469  3.051  -6.798  -0.088
C  2.471  4.034  -6.748  -0.087
C  1.367  3.948  -7.607  -0.084
C  1.251  2.878  -8.502  -0.103
H  -1.345  -0.737  -10.476  0.055
H  -0.044  1.260  -10.401  0.066
H  -2.370  -2.242  -11.110  0.088
H  -3.512  -3.871  -12.569  0.103
H  -2.602  -6.181  -12.838  0.103
H  -0.519  -6.836  -11.628  0.104
H  0.667  -5.179  -10.193  0.098
H  0.373  -0.993  -6.996  0.097
H  -0.921  -0.931  -4.872  0.083
H  -2.929  -2.388  -4.587  0.094
H  -3.613  -3.928  -6.429  0.103
H  -2.293  -4.039  -8.524  0.100
H  2.407  -0.567  -12.369  0.099
H  3.064  0.363  -14.577  0.102
H  3.773  2.750  -14.771  0.102
H  3.819  4.194  -12.735  0.102
H  3.204  3.260  -10.523  0.098
H  4.134  1.213  -7.729  0.099
H  4.335  3.120  -6.136  0.105
H  2.551  4.864  -6.043  0.102
H  0.590  4.714  -7.582  0.102
H  0.385  2.817  -9.161  0.091
F  1.326  0.190  5.251  0.131
C  0.958  -0.801  4.404  -0.492
F  1.949  -1.741  4.411  0.122
F  -0.154  -1.396  4.930  0.117
C  0.689  -0.287  2.957  -0.552
O  0.779  0.923  2.696  0.041
O  0.407  -1.241  2.130  -0.231



This record from the OMol25 dataset describes the molecule C4H5N3 at a distorted geometry. The level of theory is ωB97M-V with the def2-TZVPD basis set.

Calculated values
LUMO	0.228	eV
SMILES string	C=NN(C)N1C#C1
relative energy (zero: lowest compared OMol25 entry of this formula, charge and spin)	206.4	kcal/mol

Each line ends with the Löwdin charge.
Geometry (Å):
C  1.082  0.200  -1.706  -0.030
N  0.513  0.933  -0.824  0.051
N  -0.171  0.331  0.246  -0.173
C  -0.189  -1.201  0.360  0.031
N  -0.763  1.030  1.113  -0.280
C  -1.184  2.337  1.566  0.090
C  -1.468  0.979  2.231  -0.051
H  1.430  0.799  -2.538  0.072
H  1.229  -0.898  -1.547  0.060
H  0.847  -1.561  -0.086  0.103
H  -0.271  -1.414  1.369  0.042
H  -1.054  -1.534  -0.184  0.086



This record from the OMol25 dataset describes a cluster of 17 separate species, C2H40N3O16 in total at a distorted geometry. The level of theory is ωB97M-V with the def2-TZVPD basis set.

Calculated values
LUMO	-2.498	eV
charge	+1
relative energy (zero: lowest compared OMol25 entry of this formula, charge and spin)	96.4	kcal/mol

Each line ends with the Löwdin charge.
Geometry (Å):
C  2.275  -0.198  2.297  -0.067
N  1.163  -0.169  1.311  0.032
C  1.350  0.301  0.059  -0.427
N  0.351  0.012  -0.849  0.207
N  2.316  1.177  -0.303  0.235
H  3.267  0.124  1.999  0.082
H  2.373  -1.173  2.710  0.060
H  2.243  0.625  3.074  0.096
H  0.491  -1.103  1.387  0.213
H  -0.204  -0.902  -0.721  0.084
H  0.432  0.167  -1.795  0.049
H  2.543  1.431  -1.184  0.046
H  3.001  1.558  0.313  0.100
H  -3.690  -3.484  1.232  0.091
H  -3.732  -1.974  1.133  -0.061
O  -3.126  -2.691  1.107  -0.060
H  1.299  -3.081  0.843  -0.031
H  2.129  -3.301  2.036  0.029
O  2.063  -2.888  1.246  0.057
H  -2.664  1.670  3.640  0.111
H  -1.434  0.759  3.706  0.092
O  -1.782  1.528  3.209  -0.046
H  0.161  1.714  1.265  0.054
H  -0.259  2.889  2.141  -0.023
O  -0.058  2.702  1.303  -0.009
H  -1.972  2.908  0.159  -0.034
H  -3.429  3.098  -0.386  0.076
O  -2.495  2.951  -0.610  -0.043
H  -1.364  -4.518  2.254  -0.081
H  -1.386  -3.875  1.100  0.023
O  -0.839  -4.543  1.595  0.017
H  -2.798  0.668  -1.321  0.020
H  -3.190  0.816  -2.660  0.093
O  -3.488  0.184  -1.899  -0.123
H  -0.484  -3.200  -0.609  0.163
H  -1.704  -2.341  -0.045  0.002
O  -0.772  -2.321  -0.109  -0.087
H  -5.075  -0.824  -0.190  0.100
H  -3.883  -0.010  0.677  0.056
O  -4.595  -0.767  0.694  -0.110
H  -2.206  1.368  1.571  -0.002
H  -1.590  0.950  0.345  0.008
O  -2.436  0.879  0.776  -0.081
H  3.305  3.624  1.986  -0.001
H  1.902  3.160  1.592  0.040
O  2.677  3.005  2.210  -0.042
H  2.477  1.746  -3.851  0.096
H  1.247  2.322  -3.225  0.010
O  1.718  1.527  -3.271  -0.026
H  0.584  -1.877  -3.207  0.000
H  -0.757  -2.306  -4.132  0.054
O  -0.349  -2.155  -3.266  -0.073
H  4.411  -1.269  -0.878  0.020
H  3.130  -1.926  0.042  0.045
O  3.534  -1.278  -0.594  -0.044
H  3.454  -1.517  -3.057  0.039
H  2.479  -0.350  -2.905  -0.011
O  2.547  -1.264  -3.206  -0.045
H  0.223  3.952  -1.364  0.078
H  1.544  4.457  -2.040  -0.009
O  1.219  4.039  -1.297  -0.037



This record from the OMol25 dataset describes a cluster of 2 separate species, C6H7BCl2O2 in total at a distorted geometry. The level of theory is ωB97M-V with the def2-TZVPD basis set.

Calculated values
LUMO (alpha / beta)	0.509 / -0.684	eV
relative energy (zero: lowest compared OMol25 entry of this formula, charge and spin)	52.0	kcal/mol
expectation value of S²	2.0329
multiplicity	3

Each line ends with the Löwdin spin population.
Geometry (Å):
B  1.375  -0.699  -0.054  0.011
C  0.988  -1.363  -2.834  0.000
C  -2.474  1.869  2.259  0.307
C  -0.323  -1.517  -2.143  0.004
C  0.678  -1.071  -1.364  0.001
C  -1.199  1.611  2.101  0.116
C  -0.767  1.663  0.749  1.158
O  2.727  -1.032  0.186  0.003
O  0.634  -0.082  0.949  0.086
Cl  -0.030  1.945  3.358  -0.004
Cl  -1.550  1.212  -0.627  0.269
H  1.209  -0.550  -3.480  0.000
H  1.757  -2.265  -2.990  0.000
H  -2.975  2.148  3.190  0.025
H  -3.134  1.553  1.456  0.021
H  -1.282  -1.881  -2.088  0.001
H  3.229  -1.434  -0.449  0.000
H  1.138  -0.106  1.781  0.001